DFT (ωB97M-V/def2-TZVPD) results for a molecular structure, C32H23BrCl3MnN5O4S.

Structure (XYZ):
```
70
Properties=species:S:1:pos:R:3:forces:R:3:nbo_charge:R:1
Mn 0.314302 0.278019 0.080064 0.6 0.2 0.1 1.6370
Br -6.426023 -2.781552 0.011649 0.0 0.0 0.0 0.0572
C -4.603967 -2.263553 0.043619 0.0 -0.1 0.0 -0.1368
C -3.607173 -3.256032 0.046579 0.0 0.1 0.0 -0.1549
C -2.280076 -2.910667 0.064105 0.0 -0.2 0.0 -0.2557
C -1.906843 -1.556587 0.084662 -0.1 0.1 0.1 0.4032
O -0.643322 -1.243548 0.105677 -0.1 -0.5 -0.1 -0.7252
C -2.909506 -0.561694 0.082620 0.0 0.0 0.0 -0.1835
C -2.579003 0.822978 0.054651 0.0 -0.1 -0.1 0.2168
N -1.380654 1.323414 0.038789 -0.2 0.3 0.0 -0.5801
C -1.162237 2.734091 -0.132806 0.0 0.0 0.1 0.1313
C -2.094791 3.757706 -0.157349 -0.1 0.0 0.0 -0.2314
C -1.670142 5.052543 -0.438276 0.0 0.0 0.0 -0.2417
C -0.337863 5.309714 -0.747081 0.0 0.0 0.0 -0.1880
C 0.610457 4.295580 -0.698967 0.1 0.1 0.0 -0.0551
C 2.007974 4.410363 -1.134802 -0.1 0.0 0.0 -0.1931
C 2.867819 3.405451 -0.966911 -0.1 0.0 0.0 -0.1878
C 2.482606 2.178186 -0.194111 0.1 -0.1 0.2 -0.0782
N 1.047183 1.968323 -0.155393 0.0 0.4 -0.4 -0.6760
C 0.188199 3.022593 -0.311251 0.0 -0.2 0.1 0.1526
C -4.270114 -0.941345 0.060100 0.0 0.0 0.0 -0.1778
H -3.892998 -4.298973 0.036423 0.0 0.0 0.0 0.2331
H -1.486031 -3.647610 0.070427 0.0 0.0 0.0 0.2733
H -3.418783 1.513210 0.006981 0.0 0.0 0.0 0.1905
H -3.143974 3.575867 0.036199 0.0 0.0 0.0 0.2125
H -2.391226 5.857741 -0.446920 0.0 0.0 0.0 0.2190
H -0.034307 6.309611 -1.033156 0.0 0.0 0.0 0.2150
H 2.307772 5.315473 -1.649562 0.0 0.0 0.0 0.2158
H 3.889731 3.467435 -1.324867 0.0 0.1 0.0 0.2156
H 2.857767 2.276169 0.835690 0.1 0.0 0.0 0.1946
H -5.039049 -0.179103 0.053747 0.0 0.0 0.0 0.2229
O 1.802856 -3.249209 -0.302765 0.3 0.1 0.0 -0.5501
N 1.049591 -3.370215 0.668502 -0.2 -0.3 0.1 0.2629
O 1.476166 -2.935637 1.771305 0.1 0.1 0.0 -0.6107
Cl 2.148567 3.301325 5.476141 0.0 0.0 0.0 0.0164
C 3.324580 2.412944 4.562596 0.0 0.0 0.0 -0.0243
C 3.898950 2.984037 3.440395 0.0 0.0 -0.1 -0.2309
C 4.825957 2.255713 2.712584 0.0 0.0 0.0 -0.1797
C 5.195390 0.968191 3.086795 0.1 0.0 0.0 -0.1231
C 6.196925 0.188262 2.268288 -0.1 -0.1 -0.1 0.0899
C 5.515315 -0.910586 1.433242 0.1 0.0 0.0 -0.2351
N 4.395077 -0.426268 0.656440 0.0 0.2 0.0 -0.3829
C 4.443315 0.511850 -0.364946 -0.1 -0.1 0.1 -0.0382
C 3.034042 0.825347 -0.704018 0.0 0.1 0.0 -0.1089
N 2.276919 -0.188101 0.077990 -0.3 0.6 -0.3 -0.6153
C 3.112979 -0.794214 0.863135 0.0 -0.4 0.1 0.3249
O 6.880038 1.101990 1.436906 0.0 0.1 0.1 -0.5493
C 8.121939 0.659525 0.900431 0.0 0.0 -0.1 -0.0789
C 8.104357 0.845955 -0.588133 -0.1 0.0 0.0 -0.1389
C 7.896784 2.045456 -1.201001 0.0 0.0 0.0 -0.2512
Cl 7.705417 3.567295 -0.432032 0.0 0.0 0.0 0.0518
S 7.806843 1.914097 -2.907203 0.0 0.0 0.0 0.4864
C 8.054742 0.223704 -2.827114 0.0 0.0 0.0 -0.4126
C 8.194585 -0.206372 -1.546192 0.0 0.0 0.0 -0.2348
C 4.607548 0.433044 4.229125 0.0 0.0 0.0 0.0881
Cl 5.038161 -1.160177 4.778212 0.0 0.0 0.0 0.0045
C 3.676386 1.139430 4.972072 0.0 0.0 0.0 -0.2824
H 3.620822 3.984094 3.137026 0.0 0.0 0.0 0.2341
H 5.291400 2.692627 1.839670 0.0 0.0 0.0 0.2453
H 6.896458 -0.316166 2.945973 0.0 0.0 0.0 0.2025
H 5.150602 -1.691811 2.096838 0.0 -0.1 -0.1 0.2458
H 6.251964 -1.346264 0.753221 0.0 -0.1 0.0 0.2115
H 5.350745 1.015493 -0.643380 0.0 0.0 0.0 0.2308
H 2.787971 0.756050 -1.770757 0.1 -0.1 0.0 0.2194
H 2.803552 -1.582941 1.553230 -0.1 -0.1 0.0 0.2924
H 8.298461 -0.393759 1.132151 0.0 0.0 0.0 0.1873
H 8.919445 1.248457 1.361612 0.0 0.0 0.0 0.2045
H 8.071715 -0.359600 -3.732818 0.0 0.0 0.0 0.2483
H 8.361755 -1.240294 -1.278047 0.0 0.0 0.0 0.2293
H 3.234450 0.700326 5.854589 0.0 0.0 0.0 0.2458
```
Forces are in eV/Å.

Values from the calculation:
Energy relative to the best compared isomer or geometry (same formula, charge and spin) (kcal/mol): 104.4
Largest force on an atom (eV Å⁻¹): 0.72
HOMO energy (spin up / spin down) (eV): -6.559 / -6.546
Multiplicity: 6
Net charge: 0
Orbital gap (spin up / spin down) (eV): 5.65 / 5.24

DFT (ωB97M-V/def2-TZVPD) results for a molecular structure, C32H23CuN4 in a non-equilibrium geometry.

Structure (XYZ):
```
60
Properties=species:S:1:pos:R:3:forces:R:3:nbo_charge:R:1
Cu -0.262861 0.575705 -1.579071 -0.2 -0.4 0.9 0.8351
C -3.696979 -3.628784 -2.005378 0.1 0.1 0.0 -0.2679
C -3.286359 -3.362759 -3.306794 0.0 0.0 0.0 -0.2114
C -2.177599 -2.564214 -3.547139 0.0 0.0 0.0 -0.2573
C -1.447896 -2.009734 -2.489075 0.1 -0.1 0.0 0.1496
C -1.867753 -2.278580 -1.183606 0.0 0.0 0.0 -0.2050
C -2.978751 -3.078349 -0.950116 0.0 0.0 0.0 -0.2067
N -0.373206 -1.136536 -2.741337 -0.1 -0.4 -0.2 -0.6153
C 0.755325 -1.621206 -3.245660 0.0 0.1 -0.1 0.1822
C 0.981306 -3.042814 -3.405190 0.0 0.2 0.0 -0.2793
C 2.148072 -3.547610 -3.883497 0.1 0.1 0.0 -0.1816
C 3.235544 -2.703001 -4.233643 0.0 -0.2 0.0 -0.3196
C 3.087901 -1.360588 -4.081218 -0.1 0.1 0.0 -0.1584
C 1.879268 -0.770154 -3.624060 0.2 -0.2 0.0 0.0595
N 1.930000 0.590281 -3.528646 0.1 -0.3 -0.3 -0.1798
N 0.826415 1.124490 -3.207813 -0.1 0.3 -0.1 -0.3675
C 0.763706 2.494761 -3.011572 0.0 0.2 -0.1 0.3298
C 1.560331 3.485280 -3.587270 0.1 -0.1 0.0 -0.2696
C 1.259936 4.799343 -3.294425 0.0 0.0 0.0 -0.1672
C 0.200623 5.093185 -2.437324 0.0 0.0 0.0 -0.2954
C -0.517155 4.039302 -1.900174 0.1 -0.1 0.1 0.0561
N -0.257572 2.764170 -2.188969 0.0 0.6 -0.3 -0.4655
H -4.566003 -4.246985 -1.817820 0.0 0.0 0.0 0.1988
H -3.837451 -3.777073 -4.143811 0.0 0.0 0.0 0.1985
H -1.859502 -2.351506 -4.561731 0.0 0.0 0.0 0.2125
H -1.319477 -1.828824 -0.363686 0.0 0.0 0.0 0.2292
H -3.285556 -3.270924 0.071861 0.0 0.0 0.0 0.2021
H 0.182189 -3.713175 -3.122577 0.0 0.0 0.0 0.2170
H 2.257950 -4.622455 -3.984094 0.0 0.0 0.0 0.1974
H 4.164707 -3.121843 -4.597878 0.0 0.0 0.0 0.1988
H 3.895591 -0.678036 -4.318915 0.0 0.0 0.0 0.2074
H 2.382055 3.200938 -4.231358 0.0 0.0 0.0 0.2293
H 1.847540 5.601630 -3.725325 0.0 0.0 0.0 0.2057
H -0.059774 6.114895 -2.196593 0.0 0.0 0.0 0.2106
H -1.332560 4.211694 -1.206214 0.0 0.0 0.0 0.1972
C -0.267953 0.571399 0.331673 0.0 0.0 0.3 -0.4521
C -0.192078 0.569925 1.569222 0.0 -0.1 -0.1 -0.1518
C -0.106125 0.568636 2.958895 0.0 0.1 0.0 -0.1134
C 0.047359 -0.704039 3.668629 0.0 0.1 0.0 -0.0756
C -0.283526 -1.908247 3.025387 0.0 0.0 0.0 -0.1336
C -0.123855 -3.129930 3.655070 0.0 0.0 0.0 -0.2326
C 0.380836 -3.200145 4.950474 0.0 0.0 -0.1 -0.2413
C 0.734843 -2.022390 5.596121 0.0 0.0 0.0 -0.2230
C 0.573397 -0.796075 4.968233 0.1 0.0 0.0 -0.2108
C -0.150943 1.863481 3.656413 0.0 -0.1 0.0 -0.0591
C 0.278960 3.024727 2.998924 0.0 0.1 0.0 -0.1877
C 0.234701 4.260991 3.622338 0.0 0.0 0.0 -0.2184
C -0.251909 4.383574 4.919214 0.0 0.0 0.0 -0.2464
C -0.709405 3.248258 5.575618 0.0 0.0 -0.1 -0.2267
C -0.661497 2.008494 4.954215 -0.1 0.0 0.0 -0.1713
H -0.664141 -1.858521 2.012571 0.0 0.0 0.0 0.2181
H -0.392497 -4.038299 3.128551 0.0 0.0 0.0 0.2054
H 0.507619 -4.157018 5.441804 0.0 0.0 0.0 0.2000
H 1.153018 -2.057860 6.595864 0.0 0.0 0.0 0.1997
H 0.892103 0.103390 5.478927 0.0 -0.1 0.0 0.2123
H 0.643433 2.930903 1.983161 0.0 0.0 0.0 0.2326
H 0.582036 5.138745 3.089763 0.0 0.0 0.0 0.2029
H -0.280261 5.349564 5.407752 0.0 0.0 0.0 0.1995
H -1.118803 3.329555 6.575513 0.0 0.0 0.0 0.1981
H -1.057308 1.140379 5.465811 0.0 0.0 0.0 0.2061
```
Forces are in eV/Å.

Values from the calculation:
Energy relative to the best compared isomer or geometry (same formula, charge and spin) (kcal/mol): 10.6
Largest force on an atom (eV Å⁻¹): 1.01
HOMO energy (spin up / spin down) (eV): -3.486 / -4.086
Multiplicity: 2
Net charge: -1
Orbital gap (spin up / spin down) (eV): 5.93 / 6.20

- The highest largest force on an atom belongs to which entry?
  C32H23CuN4